Entry 1:
A structure of composition C21H40IrN5O2S3Si. Source: the OMol25 dataset; level of theory: the ωB97M-V functional and the def2-TZVPD basis.

The geometry in XYZ format:
```
73
Properties=species:S:1:pos:R:3
Ir -1.03560 -0.08980 -0.97390
S 2.28640 -0.49460 1.78070
S -1.00420 1.80080 0.50300
S -3.64890 -0.00080 -0.46820
Si -1.82980 2.80800 -2.91990
O -0.90590 -0.80910 2.11050
O -0.92680 -2.23850 -2.84140
N -1.18080 -1.99920 -1.61880
N 3.88210 0.05500 -2.93290
N 1.53770 -0.17740 -1.31550
N -0.98630 -1.26400 0.79910
N 3.32270 -0.78670 4.17190
C 2.12340 1.11280 -1.61350
C -2.69120 2.93770 2.26100
C -2.10310 3.22500 -4.76650
C 5.33830 0.15740 4.97200
C 4.57570 0.61580 2.72860
C -2.57620 1.89900 1.18570
C 3.38770 -1.29550 -2.54750
C -5.01230 1.31270 1.41690
C -0.38570 3.90670 -2.29920
C -3.65980 1.14600 0.79500
C 4.23860 -0.62150 5.17110
C -3.41760 3.28830 -1.98560
C 3.64020 1.01820 -1.82510
C -1.50260 -2.92420 -0.69890
C -1.48170 -2.49560 0.63190
C 1.88060 -1.19530 -2.28710
C -1.77740 -4.33120 -1.11250
C 3.46470 -0.18830 2.94620
C -1.46830 0.93540 -2.77540
C -1.93850 -3.35580 1.76450
C 5.51680 0.79510 3.72970
H -2.31440 4.28260 -4.88800
H -2.96150 2.48140 3.21310
H 6.05890 0.28490 5.76360
H 4.02910 -1.14260 6.08990
H 4.06390 1.99150 -2.07490
H -5.39490 0.33530 1.70870
H 4.68220 1.10470 1.77250
H 1.51960 -2.15780 -1.92730
H -1.73880 3.44590 2.38340
H -4.19920 2.55240 -2.14410
H -2.82050 -4.59180 -0.93860
H -1.26410 -4.19850 1.92870
H 1.35330 -0.98900 -3.22290
H -2.92380 -3.76380 1.53830
H 0.46310 3.89630 -2.97800
H -1.99220 -2.76380 2.67570
H -1.16080 -5.03030 -0.55140
H -0.03830 3.62190 -1.31140
H -5.69680 1.72610 0.67560
H 4.87320 0.02510 -3.19540
H 2.50570 -1.36490 4.31410
H 1.81300 -0.46430 -0.37480
H 3.58930 -2.00330 -3.35250
H -0.66470 0.66320 -3.46660
H -3.45030 3.67580 2.00570
H 1.64560 1.52220 -2.50920
H 6.37830 1.41830 3.55630
H -2.37170 0.45250 -3.15720
H -3.79040 4.24610 -2.33370
H 1.91790 1.78990 -0.78320
H -3.24990 3.36970 -0.91740
H -2.94620 2.67950 -5.17460
H 3.33200 0.36860 -3.74540
H -4.99360 1.96420 2.28250
H -0.73130 4.93340 -2.23330
H -0.03390 -0.36850 2.16610
H 3.91670 -1.61410 -1.64720
H 4.12710 0.63690 -0.92480
H -1.23890 2.99900 -5.38100
H -1.55930 -4.42840 -2.17260
```

Computed properties:
* highest occupied orbital energy (spin up / spin down): -6.1 / -8.9 eV
* DFT total energy: -2836.3550 Ha
* gap between HOMO and LUMO (spin up / spin down): 2.310 / 3.115 eV
* total charge: +1
* spin multiplicity: 6

Entry 2:
A cluster of 2 separate species, C7H5Br2FO in total. Source: the OMol25 dataset; level of theory: the ωB97M-V functional and the def2-TZVPD basis.

The geometry in XYZ format:
```
16
Properties=species:S:1:pos:R:3
Br 2.96474 -0.02021 0.00672
Br -1.05416 2.70090 0.64209
F 0.90092 0.42662 2.23823
O 0.53238 1.94912 -1.37459
C -1.53627 -1.17100 0.02937
C -0.97664 -0.58165 1.17873
C 1.10291 -0.39100 0.07458
C 0.60528 -0.96050 -1.11090
C 0.37060 -0.20524 1.18997
C 0.60024 2.11434 -0.22576
C -0.71290 -1.36718 -1.10020
H 1.47468 2.03729 0.47202
H -1.73965 -0.44178 1.87673
H 1.25411 -0.82761 -2.04977
H -1.23607 -1.68496 -2.00972
H -2.55018 -1.57715 0.16249
```

Computed properties:
* highest occupied orbital energy: -9.6 eV
* DFT total energy: -5592.8289 Ha
* gap between HOMO and LUMO: 9.678 eV
* SMILES: Fc1ccccc1Br.O=CBr
* total charge: 0
* relative energy (zero: lowest compared OMol25 entry of this formula, charge and spin): 2.0 kJ/mol

Entry 3:
A cluster of 2 separate species, C7H11N2O2 in total. Source: the OMol25 dataset; level of theory: the ωB97M-V functional and the def2-TZVPD basis.

The geometry in XYZ format:
```
22
Properties=species:S:1:pos:R:3
O -0.72248 1.03299 0.21009
O -1.87757 1.19932 -1.71040
N 2.72733 -0.03149 0.84727
N 1.96322 1.87354 -0.03250
C -2.72371 -0.57067 1.37942
C -1.66227 0.74765 -0.56382
C 1.64911 0.85149 -0.90746
C 2.07831 -0.30335 -0.34943
C 1.93577 -1.64543 -0.96836
C -2.64067 -0.39122 -0.12334
C 2.60219 1.25230 1.00810
H 2.73317 1.72081 1.97325
H 0.97093 1.07156 -1.71513
H 2.61312 -2.38980 -0.53324
H -3.22145 0.25619 1.88889
H -3.10635 -1.53764 1.71286
H 2.18597 -1.63530 -2.03049
H 0.96406 -2.13639 -0.86114
H -3.58935 -0.03553 -0.52497
H -2.37279 -1.31641 -0.63449
H 1.19934 2.50755 0.17181
H -1.70587 -0.52020 1.76309
```

Computed properties:
* highest occupied orbital energy: -4.3 eV
* DFT total energy: -533.3835 Ha
* gap between HOMO and LUMO: 8.305 eV
* total charge: -1
* relative energy (zero: lowest compared OMol25 entry of this formula, charge and spin): 82.7 kJ/mol

Entry 4:
A structure of composition C8H7CoO6. Source: the OMol25 dataset; level of theory: the ωB97M-V functional and the def2-TZVPD basis.

The geometry in XYZ format:
```
22
Properties=species:S:1:pos:R:3
Co -0.27807 -0.45773 -0.98706
O -0.83278 2.26249 -0.30944
O 2.34391 0.67694 -1.20052
O -2.50675 -0.80105 0.78456
O 0.60058 0.72798 1.98752
O 1.08022 -2.34879 0.82577
O -1.30417 -0.28462 -3.66377
C -0.97756 0.03298 -2.60858
C -0.06349 1.68601 4.08699
C -1.60247 -0.64476 0.08935
C -0.58504 1.15047 -0.52087
C 0.54661 -1.62695 0.11691
C 0.93083 1.11145 3.11500
C 1.29215 0.23339 -1.08305
C 2.36115 1.01701 3.58826
H 2.44576 1.41893 4.60558
H 0.44081 1.96058 5.01735
H -0.85730 0.95627 4.25656
H -0.17155 -1.77490 -1.48256
H 2.68668 -0.02863 3.53667
H -0.55859 2.54204 3.62502
H 3.01018 1.54966 2.88343
```

Computed properties:
* highest occupied orbital energy (spin up / spin down): -10.9 / -13.3 eV
* DFT total energy: -2142.6880 Ha
* gap between HOMO and LUMO (spin up / spin down): 5.837 / 4.946 eV
* total charge: +1
* relative energy (zero: lowest compared OMol25 entry of this formula, charge and spin): 418.3 kJ/mol
* spin multiplicity: 4

Entry 5:
A structure of composition C14H22F6N2O4PdS2Si2. Source: the OMol25 dataset; level of theory: the ωB97M-V functional and the def2-TZVPD basis.

The geometry in XYZ format:
```
53
Properties=species:S:1:pos:R:3
Pd -0.35479 -0.98253 -0.11835
S 1.36079 -2.32365 -1.60494
S -1.47641 -2.56829 -1.96830
Si 1.59817 -0.57020 2.64414
Si -1.59392 -0.78679 2.29650
F -2.07119 -0.87670 -3.87414
F 3.12611 -0.39716 -2.22889
F -1.71616 0.21110 -2.05343
F -3.52455 -0.94714 -2.24667
F 1.65710 0.48931 -0.97312
F 1.11825 -0.08707 -2.97919
O 2.41830 -2.86291 -2.42754
O -2.20526 -3.36579 -2.92939
O 1.39373 -2.80246 -0.23589
O -1.76409 -2.92581 -0.58952
N 0.03081 -2.54755 -2.45122
N -1.18085 1.87103 0.85110
C 0.02741 0.10183 2.00751
C -0.22759 4.04601 0.44043
C -1.55363 -2.65341 2.62814
C 0.92261 3.65381 1.13156
C -3.20011 -0.46243 1.34467
C 1.01449 2.39006 1.65612
C 3.14356 -0.25435 1.59928
C -2.21355 -0.92064 -2.53326
C -2.13733 -0.11282 4.01734
C 1.62259 -2.41108 3.02434
C 2.02680 0.19586 4.34302
C -0.04432 1.43462 1.48179
C -1.24012 3.09880 0.36068
C 1.81758 -0.45846 -1.89107
H -3.99047 -1.10445 1.75383
H -2.21164 0.98275 3.97281
H -1.39997 -0.36511 4.79209
H -0.98845 -3.19256 1.86596
H 1.19579 -2.98484 2.20153
H -2.58356 -3.02606 2.60527
H -3.11586 -0.51167 4.32771
H -0.33137 5.03075 0.00467
H 1.89652 2.10157 2.21239
H 1.22970 -0.02857 5.06215
H 2.96873 -0.20975 4.73732
H 1.06782 -2.64037 3.93919
H 3.08740 0.68900 1.05185
H -3.10348 -0.67580 0.27837
H 2.66133 -2.73386 3.15972
H -2.17262 3.35100 -0.14413
H -3.48114 0.58799 1.45180
H 1.74194 4.35474 1.26338
H 4.03535 -0.22918 2.23632
H -1.12577 -2.87512 3.61109
H 2.12427 1.28747 4.28990
H 3.26774 -1.05802 0.86618
```

Computed properties:
* highest occupied orbital energy: -0.4 eV
* DFT total energy: -3059.6036 Ha
* gap between HOMO and LUMO: 5.541 eV
* total charge: -2
* relative energy (zero: lowest compared OMol25 entry of this formula, charge and spin): 146.9 kJ/mol

Entry 6:
A cluster of 3 separate species, C4H13NO2 in total. Source: the OMol25 dataset; level of theory: the ωB97M-V functional and the def2-TZVPD basis.

The geometry in XYZ format:
```
20
Properties=species:S:1:pos:R:3
O 4.31956 -6.06404 -1.61504
O 1.52828 -4.24512 0.60147
N -0.69204 0.16735 1.35111
C -2.29203 1.95956 -0.80863
C -0.71522 3.76926 0.01436
C -1.11704 2.27650 0.06256
C -0.44228 1.53051 0.98472
H 0.58692 -4.26828 0.27738
H -2.17846 2.13654 -1.88565
H -1.67990 4.31455 -0.41253
H -0.63155 4.11117 1.00229
H 0.20926 -0.25595 1.64440
H 1.55432 -3.31022 1.03629
H 0.05628 2.19405 1.68998
H 5.00020 -5.46874 -1.44413
H -1.17623 -0.25939 0.63302
H 0.11051 3.89440 -0.70018
H -3.31386 2.43300 -0.52028
H -2.62361 0.82457 -0.84587
H 3.49687 -5.73972 -1.06525
```

Computed properties:
* highest occupied orbital energy (spin up / spin down): 0.6 / -4.9 eV
* DFT total energy: -365.3419 Ha
* gap between HOMO and LUMO (spin up / spin down): 2.740 / 8.217 eV
* total charge: -1
* relative energy (zero: lowest compared OMol25 entry of this formula, charge and spin): 129.2 kJ/mol
* spin multiplicity: 2